This record from the Open Molecules 2025 dataset describes a structure of composition C31H38N4PS2Tl. The level of theory is ωB97M-V with the def2-TZVPD basis set.

LUMO level: 4.446 eV
DFT total energy: -2733.34240 Eh
HOMO energy: -0.48 eV
Total charge: -2
Relative energy (zero: lowest compared OMol25 entry of this formula, charge and spin): 0.9257 eV
Gap between HOMO and LUMO: 4.93 eV

```
77
Properties=species:S:1:pos:R:3:forces:R:3:lowdin_charge:R:1
Tl -0.78329 0.16516 -0.66349 -0.374 -0.163 -0.512 0.612
C 0.36321 -3.61784 0.02521 0.082 -0.115 0.189 -0.117
N 0.14631 -2.67234 -1.05519 0.064 -0.236 -0.158 -0.197
C 1.35391 -2.42044 -1.82559 0.193 -0.083 -0.055 -0.232
C 2.37911 -1.55064 -1.08489 -0.241 -0.507 -0.199 -0.165
N 2.00811 -0.14924 -0.88349 0.357 0.020 -0.058 -0.195
C 2.40421 0.28856 0.45001 0.138 0.003 0.133 -0.107
C 2.54531 0.69676 -1.91829 -0.172 0.215 -0.288 -0.287
C 3.80421 1.25526 -1.76919 0.331 0.041 0.065 -0.060
C 4.36321 2.08816 -2.72749 0.211 0.048 0.082 -0.134
C 3.63511 2.38156 -3.87059 0.252 0.168 0.010 -0.141
C 2.38981 1.82746 -4.03979 0.074 0.106 -0.019 -0.169
C 1.81091 0.96286 -3.09639 0.148 -0.102 -0.104 -0.685
S 0.29061 0.27346 -3.49339 -0.699 -0.120 -0.222 0.465
C -0.97489 -3.16624 -1.80469 -0.233 0.080 0.081 -0.298
C -0.80659 -3.83094 -3.00609 0.187 -0.077 -0.335 -0.052
C -1.86839 -4.41354 -3.68299 0.111 -0.095 -0.185 -0.135
C -3.13829 -4.34434 -3.13819 -0.112 -0.058 -0.260 -0.144
C -3.32759 -3.69494 -1.93809 -0.081 -0.062 -0.156 -0.162
C -2.27109 -3.10154 -1.23419 0.043 -0.085 0.094 -0.700
S -2.60069 -2.40084 0.29931 -0.400 0.224 0.880 0.433
H 1.21521 -3.32874 0.63501 0.130 0.031 0.063 0.056
H 0.54181 -4.63364 -0.36839 0.099 0.014 0.003 0.093
H -0.53029 -3.62384 0.64831 0.049 -0.103 0.111 0.013
H 1.06311 -1.91674 -2.74999 0.116 -0.082 0.079 0.034
H 1.87101 -3.37274 -2.07019 -0.035 0.080 -0.037 0.115
H 3.32731 -1.60664 -1.64959 -0.124 -0.035 0.172 0.127
H 2.55921 -1.99334 -0.09999 0.066 0.042 -0.031 0.097
H 2.31031 1.36696 0.51021 0.020 0.048 0.062 0.080
H 3.43401 -0.00374 0.72181 -0.038 -0.013 -0.067 0.084
H 1.72671 -0.14634 1.17901 0.022 -0.005 0.030 0.046
H 4.38561 1.03476 -0.88029 -0.069 0.022 -0.001 0.097
H 5.35241 2.50396 -2.57559 0.007 0.024 0.029 0.076
H 4.04331 3.04836 -4.62349 0.001 0.000 -0.015 0.083
H 1.80651 2.04666 -4.92279 -0.037 -0.001 -0.060 0.074
H 0.17791 -3.91384 -3.44299 0.114 0.062 -0.007 0.095
H -1.69209 -4.92504 -4.62189 0.003 0.022 -0.039 0.078
H -3.97929 -4.78984 -3.66229 -0.004 0.003 0.053 0.082
H -4.31579 -3.64544 -1.49759 0.035 0.053 0.046 0.075
C -0.90149 -0.12634 3.16421 -0.232 0.165 0.143 -0.200
N -0.43549 0.68496 2.05981 0.163 0.368 0.128 -0.042
C -0.10809 1.90656 2.28811 -0.289 -0.549 0.581 -0.155
C 0.28661 2.81896 1.28691 0.405 0.666 -0.540 -0.414
C 0.66651 4.16646 1.45341 -0.135 -0.294 0.514 -0.103
C 0.90361 4.66026 0.18321 0.136 0.411 -0.163 -0.135
C 0.66351 3.59356 -0.69359 -0.002 0.208 -0.226 -0.194
N 0.29421 2.49986 -0.04589 -0.059 -0.320 0.313 -0.036
C 0.25401 -0.79054 3.86071 0.011 -0.010 0.076 -0.199
C 1.06471 -1.66894 3.14781 -0.064 0.005 0.092 -0.036
C 2.18421 -2.22834 3.73221 0.116 -0.123 -0.045 -0.082
C 2.50811 -1.92994 5.04731 0.086 -0.061 0.154 -0.119
C 1.69261 -1.07984 5.77261 0.152 -0.026 0.190 -0.115
C 0.57591 -0.51154 5.18271 -0.094 0.006 -0.035 -0.055
H -1.56639 -0.88754 2.73901 -0.017 0.044 0.136 0.090
H -1.46439 0.48036 3.89771 0.028 -0.165 -0.087 0.110
H -0.15129 2.32266 3.31431 -0.070 -0.085 -0.113 0.128
H 0.74911 4.68326 2.39631 -0.007 0.113 0.109 0.077
H 1.20221 5.66046 -0.08659 0.069 0.090 -0.025 0.063
H 0.75131 3.59466 -1.76689 0.014 -0.047 -0.223 0.097
H 0.79501 -1.89984 2.13051 -0.053 -0.051 -0.167 0.091
H 2.81531 -2.90474 3.16971 -0.018 -0.018 -0.087 0.099
H 3.38501 -2.36744 5.51071 0.002 0.002 -0.028 0.088
H 1.93011 -0.85294 6.80511 0.012 0.014 0.027 0.089
H -0.05119 0.14916 5.76821 -0.067 0.090 -0.063 0.100
C -5.05419 3.09866 -1.19729 0.323 -0.225 0.036 -0.339
P -3.44099 2.28196 -0.70719 -0.593 0.493 0.211 0.778
C -2.97439 3.54366 0.56461 -0.006 -0.278 -0.290 -0.304
C -4.12839 1.01416 0.44041 0.131 0.162 -0.196 -0.344
H -5.68099 3.28256 -0.32539 -0.114 0.052 0.116 0.017
H -5.59719 2.47416 -1.90309 -0.063 -0.082 -0.076 0.016
H -4.82999 4.04656 -1.68369 0.001 0.092 -0.054 0.015
H -3.77029 3.67916 1.30031 -0.069 0.003 0.034 0.029
H -2.76249 4.49356 0.07621 0.097 0.059 -0.008 0.033
H -2.06759 3.20286 1.05591 0.081 0.113 0.083 0.001
H -4.75029 1.46606 1.21371 -0.088 0.092 0.075 0.028
H -3.29719 0.47916 0.89651 -0.024 -0.113 0.061 -0.040
H -4.70979 0.28716 -0.12049 0.003 -0.165 -0.028 0.027
```
Positions in Å, forces in eV/Å.

This record from the Open Molecules 2025 dataset describes a structure of composition C31H38NO6RuTe2. The level of theory is ωB97M-V with the def2-TZVPD basis set.

LUMO level (alpha / beta): -6.668 / -6.803 eV
DFT total energy: -2340.63113 Eh
HOMO energy (alpha / beta): -13.84 / -13.78 eV
Total charge: +2
Multiplicity: 2
Relative energy (zero: lowest compared OMol25 entry of this formula, charge and spin): 0.0000 eV
Gap between HOMO and LUMO (alpha / beta): 7.17 / 6.97 eV

```
79
Properties=species:S:1:pos:R:3:forces:R:3:lowdin_charge:R:1
Ru 1.33796 1.26957 -0.48377 -0.012 0.026 0.228 0.875
O -1.29448 2.61735 2.68182 -0.005 0.017 -0.036 0.207
C -0.28744 1.98791 2.13606 0.068 -0.103 0.070 -0.430
O -0.08416 2.01924 0.92545 0.028 0.140 -0.089 -0.049
C 0.56310 1.27163 3.15703 -0.024 0.007 0.046 -0.083
O 1.51612 0.42619 2.58275 0.011 -0.003 -0.012 -0.205
C 1.07624 -0.91004 2.37879 -0.029 0.005 -0.024 -0.073
C 0.29728 -1.12301 1.08712 -0.036 -0.212 -0.123 -0.566
O -0.67606 -1.84415 1.06986 0.070 0.095 0.041 0.092
O 0.80625 -0.60462 -0.01091 -0.133 0.022 0.081 -0.300
H -1.80671 3.10074 2.01170 -0.007 -0.001 0.009 0.165
H -0.10158 0.74208 3.84596 -0.024 0.013 -0.013 0.164
H 1.08482 2.04374 3.72978 -0.032 0.016 0.019 0.137
H 0.46534 -1.25707 3.21230 0.004 0.009 0.014 0.145
H 1.97485 -1.52683 2.32134 -0.007 -0.004 -0.002 0.152
C -1.11180 -2.57906 -1.98951 0.009 0.012 -0.050 -0.247
Te -0.47890 -0.66935 -2.56509 -0.093 -0.153 -0.106 1.852
C -1.15803 -0.85623 -4.54241 -0.020 -0.007 0.006 -0.292
H -0.50807 -3.27880 -2.56515 -0.009 -0.008 0.016 0.049
H -2.16218 -2.65533 -2.27042 0.003 -0.009 0.007 0.047
H -0.97881 -2.67678 -0.91571 0.018 0.018 0.028 0.004
H -2.24552 -0.78543 -4.53300 0.001 -0.006 -0.010 0.038
H -0.83861 -1.82774 -4.91222 -0.004 0.006 -0.021 0.042
H -0.73794 -0.05385 -5.14330 0.016 0.010 0.014 0.034
C 2.56010 4.90702 6.17750 0.001 0.002 0.015 -0.024
C 2.78816 4.20478 4.87182 -0.001 0.004 -0.028 -0.238
C 3.51286 3.02172 4.80470 -0.002 -0.008 0.007 0.007
C 3.73436 2.35529 3.60364 -0.002 0.084 -0.009 -0.321
C 4.54789 1.08609 3.62985 0.039 0.006 0.013 -0.077
C 3.19848 2.91490 2.43207 0.003 -0.105 -0.041 -0.377
Te 3.53525 1.73212 0.70945 0.159 0.140 -0.142 1.720
N 2.28797 0.44455 -1.87288 -0.087 -0.063 -0.217 -0.079
C 2.40194 -0.58021 -2.58962 -0.027 0.073 0.120 -0.464
O 1.29521 -1.22198 -3.11673 0.105 -0.010 0.005 -0.364
C 3.68000 -1.19325 -2.97691 0.034 0.019 0.008 -0.163
C 4.83614 -0.41330 -2.90825 -0.010 -0.035 0.012 -0.020
C 6.05902 -0.97512 -3.22555 0.009 0.012 0.000 -0.053
C 6.13189 -2.30964 -3.60669 -0.002 -0.010 -0.003 -0.047
C 4.98178 -3.08370 -3.67651 0.000 0.002 0.002 -0.047
C 3.75124 -2.52863 -3.36577 0.001 0.010 -0.029 -0.011
C 4.24785 3.17450 -0.66692 -0.070 -0.063 0.024 -0.394
C 5.58803 3.55120 -0.53502 0.007 0.009 0.027 -0.295
C 6.45350 3.02605 0.58037 -0.006 0.012 -0.021 -0.066
C 6.11085 4.44749 -1.45931 -0.003 -0.004 0.000 0.016
C 5.34395 4.96708 -2.49582 -0.010 -0.019 0.012 -0.234
C 5.92930 5.92258 -3.49430 0.001 0.008 0.002 -0.027
C 4.00994 4.58016 -2.58778 0.005 0.009 -0.004 0.005
C 3.44542 3.68670 -1.68832 0.008 0.027 0.047 -0.310
C 1.98524 3.35073 -1.86944 0.105 -0.086 0.017 -0.097
C 2.47529 4.11752 2.45689 -0.009 -0.041 -0.030 -0.279
C 1.89700 4.77653 1.23379 0.009 0.004 0.036 -0.028
C 2.28556 4.73472 3.68626 -0.016 -0.001 0.009 0.002
H 3.05904 4.39511 6.99747 -0.004 0.004 0.003 0.085
H 1.49473 4.96173 6.40597 0.000 0.003 0.000 0.093
H 2.93444 5.93024 6.13379 0.003 -0.001 -0.001 0.096
H 3.92935 2.60435 5.71373 -0.005 0.004 0.005 0.128
H 4.86069 0.86590 4.64810 0.009 -0.001 -0.003 0.092
H 5.45222 1.17419 3.02331 0.001 -0.006 0.009 0.070
H 3.98154 0.22755 3.26702 -0.010 0.009 0.003 0.059
H 4.76241 0.63116 -2.62876 0.003 0.005 -0.006 0.105
H 6.95663 -0.37283 -3.18849 0.000 0.000 0.002 0.114
H 7.08948 -2.74602 -3.85704 -0.001 -0.001 -0.002 0.117
H 5.04367 -4.12100 -3.97525 0.002 -0.001 0.001 0.117
H 2.85449 -3.13004 -3.41814 0.002 0.002 0.002 0.116
H 6.58771 1.94336 0.50607 0.004 0.001 0.009 0.078
H 6.02136 3.25302 1.55933 0.001 -0.001 0.003 0.073
H 7.44158 3.47998 0.55093 0.000 -0.003 -0.006 0.092
H 7.14633 4.75185 -1.36258 -0.003 0.000 -0.004 0.129
H 6.92566 6.24476 -3.19967 -0.001 0.001 0.000 0.084
H 5.30043 6.80637 -3.60259 0.000 -0.001 -0.002 0.092
H 6.00309 5.45190 -4.47595 0.000 -0.002 0.000 0.095
H 3.39287 4.99629 -3.37716 -0.002 -0.001 -0.001 0.135
H 1.83587 2.64959 -2.68514 -0.043 -0.016 0.028 0.075
H 1.38532 4.23858 -2.07509 0.053 0.034 -0.019 0.115
H 1.53130 3.05431 -0.87811 -0.094 0.069 0.054 -0.015
H 1.09957 4.17619 0.79088 0.023 0.018 0.013 0.056
H 2.66132 4.94750 0.47758 0.013 0.012 -0.036 0.080
H 1.46668 5.74125 1.49547 0.010 0.000 0.003 0.095
H 1.73412 5.66776 3.71563 0.006 0.005 0.019 0.131
```
Positions in Å, forces in eV/Å.